# 1
This record from OMol25 describes the ion C6H6N with charge +1 in a non-equilibrium geometry. The level of theory is wB97M-V/def2-TZVPD.

Geometry (Å):
C (0.590, 0.882, 1.704)
C (-0.092, 1.690, 0.998)
C (-0.416, -0.012, -0.561)
C (-0.929, -0.474, -1.771)
C (1.021, -0.441, 1.544)
C (-0.565, 1.430, -0.250)
N (0.241, -0.886, 0.332)
H (-1.087, -1.473, -2.143)
H (-1.269, 0.396, -2.374)
H (2.005, -0.111, 1.245)
H (1.073, -1.241, 2.359)
H (-0.677, 2.098, -1.264)
H (0.105, -1.860, 0.181)

As for the HOMO-LUMO gap (spin up / spin down): 7.11 / 6.54 eV. The total energy comes out at -7795.6189 eV. The calculation puts the HOMO energy (spin up / spin down) at -13.791 / -13.336 eV. Its net charge is +1.


# 2
This record from OMol25 describes a structure of composition C4H5NO2S in a non-equilibrium geometry. The level of theory is wB97M-V/def2-TZVPD.

Geometry (Å):
C (0.958, -1.210, 0.851)
C (-0.128, -1.326, 1.619)
C (1.060, -0.064, -0.121)
C (-0.333, 1.615, -1.279)
N (-0.072, 0.639, -0.203)
O (2.153, 0.249, -0.574)
O (-2.347, -1.355, 0.061)
S (-1.639, -0.474, 0.983)
H (1.925, -1.599, 0.962)
H (-0.409, -1.928, 2.474)
H (0.540, 1.783, -2.007)
H (-0.996, 1.236, -1.943)
H (-0.712, 2.435, -0.822)

As for the HOMO-LUMO gap: 8.28 eV. The total energy comes out at -20645.9282 eV. The calculation puts the HOMO energy at -9.453 eV. Its net charge is 0.


# 3
This record from OMol25 describes a structure of composition C21H48AsINO9P2S2 in a non-equilibrium geometry. The level of theory is wB97M-V/def2-TZVPD.

Geometry (Å):
C (0.474, 3.895, -4.000)
C (1.654, 2.778, -3.761)
O (2.726, 3.197, -2.844)
P (2.310, 2.929, -1.172)
O (0.810, 3.379, -0.834)
C (2.702, 1.167, -0.538)
C (1.612, 0.019, -0.964)
C (0.708, -0.558, 0.299)
As (-0.601, 0.768, 1.068)
C (-2.175, -0.494, 0.957)
C (-2.601, -0.895, -0.610)
N (-3.027, 0.284, -1.439)
C (-2.204, 0.510, -2.674)
C (-2.037, -0.770, -3.679)
C (-4.513, 0.380, -1.658)
C (-5.480, -0.683, -2.444)
O (-5.137, 1.451, -1.093)
P (-1.912, 2.375, 2.086)
O (-3.230, 2.681, 0.956)
I (-2.814, 1.541, 4.234)
O (3.336, 4.028, -0.232)
C (2.898, 4.076, 1.172)
C (2.004, 5.451, 1.459)
H (0.735, 4.940, -3.514)
H (0.246, 3.958, -5.151)
H (-0.488, 3.494, -3.447)
H (2.173, 2.611, -4.821)
H (1.143, 1.761, -3.491)
H (2.830, 1.179, 0.626)
H (3.752, 0.856, -0.988)
H (0.882, 0.437, -1.779)
H (2.226, -0.857, -1.488)
H (0.253, -1.574, -0.060)
H (1.466, -0.837, 1.179)
H (-0.906, 1.435, -0.309)
H (0.600, 1.771, 1.215)
H (-0.209, 0.224, 2.498)
H (-3.123, -0.116, 1.567)
H (-1.841, -1.512, 1.459)
H (-3.536, -1.631, -0.509)
H (-1.701, -1.517, -1.021)
H (-2.751, 1.364, -3.305)
H (-1.130, 0.967, -2.429)
H (-0.922, -1.171, -3.524)
H (-2.732, -1.665, -3.370)
H (-2.098, -0.499, -4.833)
H (-6.291, -1.141, -1.703)
H (-4.872, -1.516, -2.998)
H (-6.045, -0.069, -3.294)
H (-2.816, 2.996, 0.098)
H (2.298, 3.116, 1.474)
H (3.876, 4.080, 1.843)
H (2.731, 6.397, 1.468)
H (1.470, 5.393, 2.504)
H (1.236, 5.633, 0.591)
C (1.568, -5.488, -4.107)
C (1.887, -4.852, -2.755)
C (1.160, -3.510, -2.696)
S (-0.278, -3.674, -3.743)
O (-0.130, -2.780, -4.872)
O (-1.469, -3.691, -2.918)
C (0.065, -5.335, -4.290)
H (1.872, -6.538, -4.144)
H (2.099, -4.952, -4.902)
H (1.524, -5.504, -1.951)
H (2.965, -4.724, -2.613)
H (0.843, -3.268, -1.678)
H (1.779, -2.702, -3.095)
H (-0.257, -5.462, -5.325)
H (-0.483, -6.022, -3.637)
C (0.801, 0.038, 8.091)
C (2.153, -0.328, 7.482)
C (1.900, -1.375, 6.399)
S (0.244, -1.080, 5.796)
O (-0.582, -2.217, 6.141)
O (0.315, -0.553, 4.447)
C (-0.137, 0.255, 6.913)
H (0.867, 0.930, 8.722)
H (0.438, -0.790, 8.712)
H (2.605, 0.565, 7.034)
H (2.849, -0.703, 8.239)
H (2.610, -1.280, 5.573)
H (1.936, -2.389, 6.806)
H (-1.192, 0.220, 7.191)
H (0.086, 1.195, 6.400)

As for the HOMO-LUMO gap: 4.91 eV. The total energy comes out at -151651.1392 eV. The calculation puts the HOMO energy at -3.001 eV. Its net charge is -1.


# 4
This record from OMol25 describes a cluster of 2 separate species, C3H10S2 in total in a non-equilibrium geometry. The level of theory is wB97M-V/def2-TZVPD.

Geometry (Å):
C (-1.348, 1.152, 0.484)
S (-1.907, -0.583, 0.165)
C (-2.460, -1.009, 1.875)
H (-0.535, 1.048, 1.232)
H (-2.210, 1.762, 0.759)
H (-0.862, 1.418, -0.530)
H (-3.155, -1.857, 1.726)
H (-1.601, -1.350, 2.389)
H (-2.973, -0.217, 2.375)
C (2.851, 0.003, -2.344)
S (2.464, -0.958, -0.786)
H (3.816, -0.426, -2.665)
H (2.039, 0.037, -3.016)
H (3.056, 1.061, -1.810)
H (2.825, -0.080, 0.147)

As for the HOMO-LUMO gap: 9.14 eV. The total energy comes out at -24942.5463 eV. The calculation puts the HOMO energy at -8.337 eV. Its net charge is 0. Its SMILES is CSC.CS.


# 5
This record from OMol25 describes a cluster of 4 separate species, C26H59N4O7 in total in a non-equilibrium geometry. The level of theory is wB97M-V/def2-TZVPD.

Geometry (Å):
C (10.249, -3.955, 1.152)
C (9.228, -3.436, -0.063)
C (9.604, -1.858, -0.348)
O (10.806, -1.589, -0.911)
O (8.667, -0.791, 0.042)
C (7.707, -0.475, -1.030)
C (6.769, 0.801, -0.533)
N (6.085, 0.547, 0.809)
C (4.716, 0.382, 0.922)
N (3.689, 1.493, 0.889)
C (2.651, 1.363, 1.983)
C (1.968, -0.162, 2.065)
O (0.520, 0.047, 1.922)
C (-0.112, -0.945, 1.040)
C (-1.773, -0.824, 1.204)
N (-2.349, -1.895, 0.313)
C (-3.806, -2.171, 0.548)
C (-4.860, -1.455, -0.473)
C (-6.067, -2.578, -0.751)
O (-4.334, -1.103, -1.797)
C (2.671, -1.040, 0.874)
N (4.206, -1.039, 1.038)
H (9.681, -4.157, 2.158)
H (11.028, -3.075, 1.357)
H (10.836, -4.909, 0.782)
H (9.306, -4.132, -1.005)
H (8.141, -3.516, 0.378)
H (8.343, -0.136, -1.976)
H (7.071, -1.404, -1.393)
H (7.522, 1.710, -0.388)
H (5.974, 1.136, -1.339)
H (6.734, 0.458, 1.646)
H (3.246, 1.554, -0.055)
H (1.778, 2.125, 1.696)
H (3.130, 1.691, 3.006)
H (2.302, -0.624, 3.093)
H (0.081, -0.750, -0.120)
H (0.127, -2.075, 1.339)
H (-2.145, 0.264, 0.994)
H (-2.079, -1.064, 2.332)
H (-2.085, -1.797, -0.689)
H (-3.958, -3.339, 0.551)
H (-4.083, -1.786, 1.644)
H (-5.418, -0.511, -0.033)
H (-6.415, -3.051, 0.265)
H (-5.580, -3.469, -1.376)
H (-6.934, -2.160, -1.419)
H (-4.469, -0.127, -2.014)
H (2.451, -0.575, -0.188)
H (2.376, -2.194, 0.882)
H (4.358, -1.446, 1.987)
C (-3.181, -1.331, -4.973)
C (-4.433, -2.170, -4.783)
O (-4.975, -2.664, -6.005)
C (-4.140, -3.532, -6.767)
C (-3.770, -4.810, -6.033)
H (-3.356, -0.533, -5.701)
H (-2.873, -0.884, -4.023)
H (-2.347, -1.935, -5.343)
H (-5.209, -1.542, -4.332)
H (-4.256, -2.994, -4.085)
H (-3.247, -2.999, -7.109)
H (-4.706, -3.797, -7.666)
H (-3.127, -4.607, -5.173)
H (-3.230, -5.490, -6.699)
H (-4.666, -5.315, -5.660)
C (0.719, 6.891, 0.495)
C (-0.533, 6.053, 0.685)
O (-1.075, 5.559, -0.537)
C (-0.240, 4.691, -1.299)
C (0.130, 3.413, -0.565)
H (0.544, 7.689, -0.232)
H (1.027, 7.339, 1.445)
H (1.553, 6.288, 0.125)
H (-1.309, 6.681, 1.136)
H (-0.356, 5.229, 1.383)
H (0.653, 5.224, -1.641)
H (-0.806, 4.425, -2.198)
H (0.773, 3.616, 0.295)
H (0.670, 2.732, -1.231)
H (-0.766, 2.907, -0.192)
C (-4.760, 0.640, 6.002)
C (-3.835, 0.745, 4.802)
O (-4.518, 0.691, 3.553)
C (-5.463, 1.728, 3.300)
C (-4.844, 3.114, 3.274)
H (-5.403, -0.241, 5.919)
H (-4.180, 0.570, 6.927)
H (-5.412, 1.515, 6.082)
H (-3.148, -0.108, 4.816)
H (-3.214, 1.644, 4.858)
H (-6.288, 1.675, 4.017)
H (-5.895, 1.520, 2.314)
H (-4.476, 3.408, 4.261)
H (-5.585, 3.857, 2.961)
H (-3.995, 3.147, 2.585)

As for the HOMO-LUMO gap: 5.03 eV. The total energy comes out at -48193.6840 eV. The calculation puts the HOMO energy at -10.727 eV. Its net charge is +1.


# 6
This record from OMol25 describes a cluster of 8 separate species, C68H84F11NO3PS in total in a non-equilibrium geometry. The level of theory is wB97M-V/def2-TZVPD.

Geometry (Å):
C (-6.650, 7.130, -0.456)
C (-6.059, 7.423, 0.940)
C (-4.587, 7.032, 1.044)
C (-4.371, 5.511, 0.956)
C (-3.415, 4.953, 2.011)
C (-2.061, 5.677, 2.077)
C (-0.922, 4.903, 1.402)
C (-0.291, 3.855, 2.335)
C (1.206, 3.598, 2.059)
C (1.467, 2.319, 1.225)
C (2.592, 1.462, 1.814)
C (3.318, 0.563, 0.797)
C (4.077, 1.392, -0.257)
C (4.402, 0.698, -1.611)
C (5.865, 0.960, -1.976)
O (5.982, 0.908, -3.378)
C (7.267, 0.551, -3.860)
O (7.171, -0.514, -4.735)
C (6.547, -0.212, -5.979)
C (5.143, -0.762, -6.064)
O (5.115, -2.128, -5.649)
C (4.024, -0.769, -1.599)
F (4.077, -1.207, -2.902)
C (4.959, -1.667, -0.772)
C (6.018, -2.369, -1.637)
C (5.530, -3.657, -2.201)
F (6.419, -4.383, -2.894)
C (4.242, -4.111, -2.173)
F (3.407, -4.182, -3.192)
F (3.640, -4.501, -1.049)
N (2.589, -0.905, -1.177)
C (1.617, -0.207, -2.083)
C (0.273, -0.953, -2.129)
C (2.333, -0.493, 0.260)
P (2.164, -1.952, 1.408)
S (0.343, -2.139, 2.036)
H (-6.128, 6.306, -0.942)
H (-6.582, 8.019, -1.081)
H (-7.701, 6.863, -0.354)
H (-6.651, 6.969, 1.729)
H (-6.129, 8.505, 1.078)
H (-4.068, 7.510, 0.208)
H (-4.183, 7.455, 1.966)
H (-5.348, 5.039, 1.104)
H (-4.048, 5.221, -0.047)
H (-3.295, 3.876, 1.857)
H (-3.886, 5.057, 2.992)
H (-1.795, 5.784, 3.129)
H (-2.113, 6.690, 1.680)
H (-1.342, 4.386, 0.531)
H (-0.158, 5.583, 1.020)
H (-0.866, 2.933, 2.226)
H (-0.397, 4.168, 3.374)
H (1.572, 4.464, 1.506)
H (1.753, 3.532, 2.999)
H (0.547, 1.732, 1.206)
H (1.677, 2.635, 0.200)
H (3.345, 2.061, 2.325)
H (2.134, 0.801, 2.558)
H (4.093, 0.036, 1.360)
H (5.034, 1.641, 0.203)
H (3.590, 2.340, -0.473)
H (3.822, 1.199, -2.388)
H (6.558, 0.281, -1.481)
H (6.076, 1.982, -1.640)
H (7.925, 0.206, -3.057)
H (7.732, 1.426, -4.331)
H (7.151, -0.671, -6.761)
H (6.489, 0.871, -6.116)
H (4.423, -0.183, -5.482)
H (4.817, -0.707, -7.106)
H (4.192, -2.379, -5.558)
H (5.486, -1.063, -0.038)
H (4.414, -2.426, -0.210)
H (6.417, -1.743, -2.438)
H (6.874, -2.567, -0.982)
H (2.354, -1.900, -1.247)
H (2.009, -0.146, -3.094)
H (1.459, 0.816, -1.748)
H (0.052, -1.310, -3.130)
H (-0.536, -0.327, -1.763)
H (0.273, -1.828, -1.471)
H (1.335, -0.062, 0.284)
H (2.546, -3.096, 0.680)
H (3.075, -1.687, 2.443)
F (-0.146, -5.838, 3.711)
C (0.250, -6.566, 2.648)
C (0.522, -5.918, 1.460)
C (0.928, -6.674, 0.367)
C (1.048, -8.053, 0.474)
C (0.765, -8.680, 1.681)
C (0.363, -7.935, 2.779)
H (0.413, -4.843, 1.399)
H (1.150, -6.184, -0.572)
H (1.362, -8.637, -0.380)
H (0.855, -9.755, 1.768)
H (0.142, -8.403, 3.728)
F (-6.785, -8.559, 3.449)
C (-5.521, -8.299, 3.065)
C (-5.051, -8.860, 1.895)
C (-3.750, -8.588, 1.496)
C (-2.939, -7.771, 2.273)
C (-3.433, -7.221, 3.449)
C (-4.736, -7.481, 3.851)
H (-5.696, -9.502, 1.309)
H (-3.369, -9.016, 0.578)
H (-1.931, -7.561, 1.960)
H (-2.801, -6.586, 4.056)
H (-5.143, -7.056, 4.759)
F (7.115, -0.030, 0.799)
C (8.482, -0.119, 0.817)
C (9.204, 1.029, 1.057)
C (10.589, 0.947, 1.079)
C (11.220, -0.269, 0.855)
C (10.467, -1.409, 0.613)
C (9.081, -1.340, 0.598)
H (8.691, 1.967, 1.223)
H (11.175, 1.835, 1.272)
H (12.300, -0.328, 0.870)
H (10.957, -2.356, 0.437)
H (8.479, -2.221, 0.424)
F (-2.227, 4.451, 5.107)
C (-2.996, 3.878, 6.060)
C (-4.080, 4.580, 6.547)
C (-4.872, 3.988, 7.520)
C (-4.567, 2.719, 7.994)
C (-3.469, 2.036, 7.490)
C (-2.674, 2.614, 6.510)
H (-4.294, 5.570, 6.168)
H (-5.729, 4.521, 7.909)
H (-5.185, 2.264, 8.756)
H (-3.228, 1.049, 7.861)
H (-1.818, 2.097, 6.098)
F (3.411, 1.268, -7.146)
C (3.025, 1.817, -8.327)
C (3.655, 1.411, -9.485)
C (3.255, 1.971, -10.689)
C (2.247, 2.924, -10.717)
C (1.632, 3.318, -9.536)
C (2.018, 2.759, -8.327)
H (4.443, 0.671, -9.441)
H (3.732, 1.660, -11.609)
H (1.941, 3.360, -11.658)
H (0.849, 4.064, -9.555)
H (1.548, 3.046, -7.396)
F (-7.048, 7.632, 3.862)
C (-8.202, 7.067, 4.275)
C (-8.258, 5.694, 4.408)
C (-9.444, 5.115, 4.836)
C (-10.549, 5.908, 5.114)
C (-10.467, 7.286, 4.968)
C (-9.284, 7.877, 4.549)
H (-7.386, 5.095, 4.179)
H (-9.505, 4.041, 4.952)
H (-11.472, 5.452, 5.444)
H (-11.328, 7.906, 5.181)
H (-9.196, 8.949, 4.436)
F (-9.729, -6.780, -2.920)
C (-8.452, -6.969, -2.538)
C (-7.448, -6.839, -3.477)
C (-6.134, -7.031, -3.077)
C (-5.843, -7.356, -1.759)
C (-6.870, -7.485, -0.835)
C (-8.188, -7.287, -1.221)
H (-7.699, -6.593, -4.500)
H (-5.335, -6.927, -3.799)
H (-4.817, -7.508, -1.451)
H (-6.646, -7.740, 0.190)
H (-9.003, -7.376, -0.515)

As for the HOMO-LUMO gap: 7.63 eV. The total energy comes out at -129516.8633 eV. The calculation puts the HOMO energy at -10.327 eV. Its net charge is +1.


# 7
This record from OMol25 describes an isolated molecule of C6H14O in a non-equilibrium geometry. The level of theory is wB97M-V/def2-TZVPD.

Geometry (Å):
C (2.495, 1.725, 0.185)
C (1.715, 1.228, -1.104)
C (0.910, -0.048, -0.790)
C (-0.608, 0.033, -0.549)
C (-1.061, -1.083, 0.400)
C (-2.516, -0.988, 0.824)
O (-2.777, -2.059, 1.713)
H (3.039, 2.645, -0.046)
H (3.247, 1.008, 0.567)
H (1.851, 1.952, 1.056)
H (1.068, 2.039, -1.449)
H (2.457, 1.021, -1.884)
H (1.176, -0.940, -1.375)
H (1.399, -0.145, 0.170)
H (-1.214, -0.007, -1.469)
H (-0.826, 1.008, -0.091)
H (-0.901, -2.068, -0.059)
H (-0.441, -1.057, 1.304)
H (-2.696, -0.016, 1.312)
H (-3.172, -1.038, -0.061)
H (-3.690, -1.985, 2.014)

As for the HOMO-LUMO gap: 11.32 eV. The total energy comes out at -8495.9390 eV. The calculation puts the HOMO energy at -10.295 eV. Its net charge is 0. Its SMILES is CCCCCCO.


# 8
This record from OMol25 describes a cluster of 2 separate species, C3H11N2OPS in total in a non-equilibrium geometry. The level of theory is wB97M-V/def2-TZVPD.

Geometry (Å):
C (-2.217, -1.111, 0.517)
C (1.373, -1.331, 0.757)
C (-2.208, -0.538, -0.845)
N (2.155, 2.709, -0.609)
N (2.264, 1.317, -0.666)
O (-1.031, -0.581, -1.395)
P (1.137, 0.516, 0.289)
S (0.577, 1.511, 1.865)
H (-1.968, -2.211, 0.355)
H (-1.439, -0.631, 1.151)
H (-3.192, -0.871, 1.094)
H (2.320, -1.800, 0.488)
H (1.119, -1.481, 1.892)
H (0.536, -1.765, 0.112)
H (-2.599, 0.469, -0.927)
H (-2.804, -1.225, -1.462)
H (1.618, 3.112, -1.373)
H (1.942, 3.083, 0.297)
H (2.417, 0.829, -1.540)

As for the HOMO-LUMO gap (spin up / spin down): 5.89 / 5.90 eV. The total energy comes out at -28436.6730 eV. The calculation puts the HOMO energy (spin up / spin down) at -7.547 / -7.552 eV. Its net charge is 0.


# 9
This record from OMol25 describes the ion C2H4ClN2S2 with charge +1 in a non-equilibrium geometry. The level of theory is wB97M-V/def2-TZVPD.

Geometry (Å):
C (1.079, 0.062, -0.114)
C (-0.379, 0.261, -0.093)
N (-1.172, -0.706, 0.110)
S (-1.403, -2.209, 0.193)
Cl (0.212, -3.507, 0.180)
N (-0.773, 1.541, -0.015)
S (-2.011, 2.451, 0.240)
H (1.399, -0.228, -1.183)
H (1.246, -0.738, 0.508)
H (1.606, 0.983, 0.199)
H (0.196, 2.090, -0.025)

As for the HOMO-LUMO gap (spin up / spin down): 6.30 / 7.42 eV. The total energy comes out at -39301.8470 eV. The calculation puts the HOMO energy (spin up / spin down) at -13.799 / -14.132 eV. Its net charge is +1. Its SMILES is C/C(=N\SCl)[NH+]=S.